[1]
Entry from the OMol25 dataset: a cluster of 2 separate species, C3H5NO4 in total in a non-equilibrium geometry (ωB97M-V/def2-TZVPD).

Cartesian coordinates (Å):
C (1.6910, -0.6699, -0.4521)
C (1.0695, 0.5344, 0.0402)
C (-1.8635, 0.2916, 0.4621)
N (-1.2834, -0.7640, -0.2326)
O (-0.9531, -1.6990, 0.5054)
O (-1.0138, -0.6376, -1.4128)
O (1.0352, 0.3878, -1.2513)
O (-2.2204, 1.3742, -0.2611)
H (2.6995, -0.6510, -0.6851)
H (1.0439, -1.6829, -0.3711)
H (0.3170, 0.7566, 0.8327)
H (-2.2521, 0.3910, 1.5118)
H (-2.0553, 1.4962, -1.2375)

Results
Highest occupied orbital energy (spin up / spin down) ... -7.68 / -8.76 eV
Molar mass ... 119.1 g mol⁻¹
LUMO level (spin up / spin down) ... -1.30 / 0.43 eV



[2]
Entry from the OMol25 dataset: the molecule C3H5NOS in a non-equilibrium geometry (ωB97M-V/def2-TZVPD).

Cartesian coordinates (Å):
C (-1.1819, -0.8214, -0.5536)
C (-0.7669, 0.6479, -0.1496)
C (1.7421, -0.3025, 0.3630)
N (-0.4943, -1.7340, -0.2249)
O (2.8709, -0.8255, -0.2034)
S (0.8684, 0.9176, -0.4653)
H (-2.0731, -0.8865, -1.2920)
H (-1.3575, 1.3187, -0.7780)
H (-0.9933, 0.9397, 0.8214)
H (1.8228, -0.3500, 1.4754)
H (2.7642, -0.7721, -1.1661)

Results
Highest occupied orbital energy (spin up / spin down) ... -8.90 / -7.39 eV
Molar mass ... 103.1 g mol⁻¹
LUMO level (spin up / spin down) ... 0.37 / -0.33 eV



[3]
Entry from the OMol25 dataset: a cluster of 2 separate species, C3H5NOS in total in a non-equilibrium geometry (ωB97M-V/def2-TZVPD).

Cartesian coordinates (Å):
C (0.4251, 0.8845, -0.0630)
C (-0.9883, 0.8141, -0.1520)
N (-2.1358, 0.9029, -0.1250)
S (-3.6982, 0.7994, -0.2317)
H (0.6679, 1.8542, 0.4116)
H (1.0899, 0.5568, -0.9141)
H (0.6345, -0.0198, 0.7869)
C (-1.3975, -1.6336, 0.4569)
O (-2.5627, -1.6643, 0.3718)
H (-0.6698, -1.9659, -0.3107)
H (-0.9457, -1.5601, 1.6228)

Results
Structure (SMILES) ... CC#[N+][S-].C=O
Highest occupied orbital energy ... -8.19 eV
Molar mass ... 103.1 g mol⁻¹
LUMO level ... 0.43 eV



[4]
Entry from the OMol25 dataset: a cluster of 2 separate species, C3H5NOS in total in a non-equilibrium geometry (ωB97M-V/def2-TZVPD).

Cartesian coordinates (Å):
C (-0.9035, -0.7965, 0.1909)
C (-1.3399, 0.5291, -0.3488)
C (0.9396, 0.2882, 0.7147)
N (0.2261, -0.8677, 0.7577)
O (2.5309, -0.3573, -0.4298)
S (0.0922, 1.6159, -0.0409)
H (-1.5353, -1.6665, 0.1245)
H (-1.5980, 0.4992, -1.4061)
H (-2.1966, 0.9117, 0.2110)
H (1.6685, 0.4930, 1.4724)
H (2.1160, -0.6492, -1.2455)

Results
Highest occupied orbital energy (spin up / spin down) ... -9.00 / -9.01 eV
Molar mass ... 103.1 g mol⁻¹
LUMO level (spin up / spin down) ... -0.38 / -0.38 eV



[5]
Entry from the OMol25 dataset: a structure of composition C3H5NOS in a non-equilibrium geometry (ωB97M-V/def2-TZVPD).

Cartesian coordinates (Å):
C (0.4838, -1.2851, 2.0185)
C (0.1986, -0.5141, 0.7025)
C (-1.2761, 0.6834, -0.5428)
H (-0.1901, -2.0599, 2.1873)
H (1.5148, -1.7528, 2.0166)
H (0.3766, -0.5205, 2.8645)
H (-1.5687, 1.5946, -0.0417)
H (-2.1273, 0.4170, -1.1181)
N (1.1442, -0.0724, -0.0814)
O (-1.1074, -0.3334, 0.4389)
S (0.4004, 0.7619, -1.3700)

Results
Highest occupied orbital energy ... -8.25 eV
Molar mass ... 103.1 g mol⁻¹
LUMO level ... 0.91 eV



[6]
Entry from the OMol25 dataset: the molecule C3H5NOS in a non-equilibrium geometry (ωB97M-V/def2-TZVPD).

Cartesian coordinates (Å):
C (2.3359, 1.4195, -0.3545)
C (1.2130, 0.9874, -0.1303)
S (-0.4764, 0.7930, 0.1542)
C (-0.6792, -0.8798, 0.7673)
N (-1.2015, 0.9114, -1.6923)
O (-0.7036, 1.8751, 1.0631)
H (3.2794, 1.8519, -0.5535)
H (-0.1771, -0.7863, 1.6821)
H (-1.7057, -1.1003, 1.0762)
H (-0.2828, -1.8006, 0.2895)
H (-2.1967, 1.0307, -1.4666)

Results
Structure (SMILES) ... C#C[S@](C)(=N)=O
Highest occupied orbital energy ... -8.42 eV
Molar mass ... 103.1 g mol⁻¹
LUMO level ... 0.51 eV



[7]
Entry from the OMol25 dataset: a cluster of 2 separate species, C3H5NOS in total in a non-equilibrium geometry (ωB97M-V/def2-TZVPD).

Cartesian coordinates (Å):
C (2.7420, 0.7222, -0.1302)
C (2.0654, -0.2558, 0.2895)
C (-1.4769, 0.3752, -0.1723)
N (-0.7915, -0.6935, -0.2328)
O (3.3550, 1.6456, -0.4687)
S (-3.2581, 0.5034, -0.0895)
H (2.2009, -1.2944, 0.4199)
H (0.8996, -0.1901, 0.0477)
H (-1.1451, 1.3747, -0.3044)
H (-1.2230, -1.6179, -0.1005)
H (-3.3684, -0.5694, 0.7414)

Results
Highest occupied orbital energy (spin up / spin down) ... -6.00 / -9.41 eV
Expectation value of S² ... 2.01
Molar mass ... 103.1 g mol⁻¹
2S+1 ... 3
LUMO level (spin up / spin down) ... 0.77 / -3.39 eV



[8]
Entry from the OMol25 dataset: the molecule C3H5NOS in a non-equilibrium geometry (ωB97M-V/def2-TZVPD).

Cartesian coordinates (Å):
C (-1.1718, -0.2300, 0.3207)
C (-0.5123, 1.1722, -0.0873)
C (0.9275, -1.4489, 0.3814)
N (-0.4204, -1.1972, 0.4866)
O (0.7796, 0.9910, -0.5750)
S (1.7246, -1.8305, -0.9806)
H (-2.2210, -0.1162, 0.4844)
H (-1.0384, 1.8072, -0.9241)
H (-0.3018, 1.8758, 0.9334)
H (1.4458, -1.4079, 1.3151)
H (0.7882, 0.3845, -1.3547)

Results
Highest occupied orbital energy (spin up / spin down) ... -6.04 / -9.09 eV
Expectation value of S² ... 2.01
Molar mass ... 103.1 g mol⁻¹
2S+1 ... 3
LUMO level (spin up / spin down) ... 0.85 / -2.53 eV



[9]
Entry from the OMol25 dataset: a structure of composition C3H5NOS in a non-equilibrium geometry (ωB97M-V/def2-TZVPD).

Cartesian coordinates (Å):
C (1.4610, -1.1036, -0.3592)
C (1.1940, -1.2243, 0.9679)
C (-1.5473, 1.9671, -0.3675)
N (0.4281, -0.9520, -1.1306)
O (-0.1383, -1.1233, 1.2746)
S (-0.9047, -0.7765, -0.2739)
H (2.3888, -1.3634, -0.9375)
H (1.7869, -1.3209, 1.8199)
H (-2.5367, 1.7152, -0.7445)
H (-0.6598, 2.4386, -0.9340)
H (-1.4720, 1.7431, 0.6848)

Results
Highest occupied orbital energy (spin up / spin down) ... -6.80 / -9.82 eV
Expectation value of S² ... 2.02
Molar mass ... 103.1 g mol⁻¹
2S+1 ... 3
LUMO level (spin up / spin down) ... 0.53 / -0.47 eV



[10]
Entry from the OMol25 dataset: the molecule C3H5NOS2 in a non-equilibrium geometry (ωB97M-V/def2-TZVPD).

Cartesian coordinates (Å):
S (-0.1428, 2.3928, -0.1569)
C (-0.4331, 0.7797, -0.1898)
N (-1.6369, 0.1949, -0.5256)
S (-1.7306, -1.3974, -0.9080)
C (0.7011, -0.2576, -0.1491)
C (1.9828, 0.0344, 0.6199)
O (0.7438, -0.7027, 1.2252)
H (-2.4320, 0.8910, -0.5911)
H (-2.8208, -1.6026, 0.3684)
H (0.6869, -0.8736, -1.0397)
H (2.9630, -0.5107, 0.2814)
H (2.1187, 1.0518, 1.0653)

Results
Structure (SMILES) ... S=C(NS)[C@H]1CO1
Highest occupied orbital energy ... -8.65 eV
Molar mass ... 135.2 g mol⁻¹
LUMO level ... -0.37 eV



[11]
Entry from the OMol25 dataset: the molecule C3H5NOS2 (ωB97M-V/def2-TZVPD).

Cartesian coordinates (Å):
O (-0.7302, 2.1362, -0.1738)
C (-0.0781, 1.1165, -0.1546)
N (1.1922, 0.9656, -0.6078)
S (1.8203, -0.6392, -0.6994)
C (0.6406, -1.1279, 0.6025)
C (-0.5872, -0.2089, 0.4068)
S (-1.7615, -0.9431, -0.7721)
H (1.6098, 1.7061, -1.1640)
H (1.0893, -0.9420, 1.5771)
H (0.4073, -2.2003, 0.4940)
H (-1.0767, -0.0430, 1.3790)
H (-2.5257, 0.1799, -0.8877)

Results
Structure (SMILES) ... O=C1NSC[C@@H]1S
Highest occupied orbital energy ... -8.65 eV
Molar mass ... 135.2 g mol⁻¹
LUMO level ... 0.55 eV



[12]
Entry from the OMol25 dataset: a cluster of 2 separate species, C3H5NOS2 in total in a non-equilibrium geometry (ωB97M-V/def2-TZVPD).

Cartesian coordinates (Å):
C (0.5094, -0.3815, 1.7300)
C (-1.0721, 0.4164, -0.2738)
C (-0.0176, 1.4057, -0.9684)
H (0.4683, -3.1821, 0.1065)
H (1.0279, -0.1280, 2.7064)
H (-1.9900, 1.0057, -0.7763)
H (-0.9558, -0.5180, -0.7340)
H (-0.0101, 2.4299, -0.7547)
N (1.0575, -1.3464, 1.1850)
O (0.2486, -1.8493, 0.1926)
S (-1.0898, 0.1638, 1.4876)
S (0.8116, 0.8342, -2.3194)

Results
Highest occupied orbital energy ... -8.76 eV
Molar mass ... 135.2 g mol⁻¹
LUMO level ... -0.47 eV



[13]
Entry from the OMol25 dataset: the molecule C3H5NOS2 in a non-equilibrium geometry (ωB97M-V/def2-TZVPD).

Cartesian coordinates (Å):
O (1.4080, -0.0815, -1.3281)
C (0.5781, 0.7531, -1.1155)
C (-0.7277, 0.6430, -0.4630)
C (-1.4086, -0.4332, -0.0209)
S (-0.8086, -1.9878, 0.5456)
N (0.8560, -1.7025, 1.3016)
S (1.0098, -1.8021, 2.9753)
H (0.7248, 1.6481, -1.5765)
H (-1.3542, 1.4526, -0.4732)
H (-2.4608, -0.3022, 0.1208)
H (1.3887, -2.5759, 1.0060)
H (0.9954, -0.4712, 3.2040)

Results
Structure (SMILES) ... O=C/C=C\SNS
Highest occupied orbital energy ... -8.97 eV
Molar mass ... 135.2 g mol⁻¹
LUMO level ... -0.41 eV



[14]
Entry from the OMol25 dataset: the molecule C3H5NOS3 in a non-equilibrium geometry (ωB97M-V/def2-TZVPD).

Cartesian coordinates (Å):
O (-3.1668, -0.6322, -0.2922)
C (-1.9914, -0.2963, -0.1977)
N (-1.6472, 1.0987, -0.0558)
S (-0.0316, 1.5259, -0.0763)
C (0.3100, 0.0972, 0.8871)
C (1.7473, -0.1748, 0.9908)
S (2.6481, -0.2407, -0.6532)
S (-0.5601, -1.3461, 0.0672)
H (-2.2987, 1.7591, -0.6000)
H (-0.0461, 0.2016, 1.9606)
H (2.2463, 0.6131, 1.5797)
H (1.9804, -1.0278, 1.5210)
H (1.6848, -0.9625, -1.2179)

Results
Structure (SMILES) ... O=C1NS[C@H](CS)S1
Highest occupied orbital energy ... -8.57 eV
Molar mass ... 167.3 g mol⁻¹
LUMO level ... 0.30 eV



[15]
Entry from the OMol25 dataset: a structure of composition C3H5NS in a non-equilibrium geometry (ωB97M-V/def2-TZVPD).

Cartesian coordinates (Å):
C (0.3206, 1.1171, -0.0889)
C (1.7290, 1.0107, 0.1968)
C (-1.1379, -0.9409, -0.0347)
N (0.0965, -0.2420, -0.2423)
S (1.6853, -0.7389, 0.1004)
H (-0.3734, 1.8379, 0.0098)
H (2.5209, 1.6656, 0.0700)
H (-2.1033, -0.4203, -0.0752)
H (-1.5136, -1.7841, -0.7809)
H (-1.2240, -1.5050, 0.8448)

Results
Highest occupied orbital energy ... -8.02 eV
Molar mass ... 87.1 g mol⁻¹
LUMO level ... 0.84 eV



[16]
Entry from the OMol25 dataset: the molecule C3H5NS in a non-equilibrium geometry (ωB97M-V/def2-TZVPD).

Cartesian coordinates (Å):
S (-1.6507, 1.0307, 1.7970)
C (-0.5655, 1.2820, 0.5958)
N (-0.2461, 0.3631, -0.3427)
C (-0.2782, -1.0800, -0.2000)
C (0.9700, -0.3161, -0.6234)
H (-0.1464, 2.2829, 0.5540)
H (-0.2548, -1.4965, 0.7710)
H (-0.8557, -1.5969, -1.0260)
H (1.7484, -0.2433, 0.1325)
H (1.2790, -0.2261, -1.6582)

Results
Structure (SMILES) ... S=CN1CC1
Highest occupied orbital energy ... -8.52 eV
Molar mass ... 87.1 g mol⁻¹
LUMO level ... 0.42 eV



[17]
Entry from the OMol25 dataset: a cluster of 2 separate species, C3H5NS in total in a non-equilibrium geometry (ωB97M-V/def2-TZVPD).

Cartesian coordinates (Å):
C (2.6165, -0.1303, 0.4048)
C (-1.3389, 0.8343, 0.0137)
C (-0.2937, -0.1976, 0.2688)
N (2.9438, -0.0264, -0.6564)
S (-0.3805, -1.7919, -0.1220)
H (-1.5649, 1.4247, 0.7996)
H (-0.8643, 1.5496, -0.6811)
H (-2.3347, 0.5891, -0.4409)
H (2.4699, -0.0012, 1.5217)
H (-1.2532, -2.2504, -1.1081)

Results
Highest occupied orbital energy (spin up / spin down) ... -7.07 / -10.22 eV
Expectation value of S² ... 2.01
Molar mass ... 87.1 g mol⁻¹
2S+1 ... 3
LUMO level (spin up / spin down) ... 0.85 / -1.53 eV



[18]
Entry from the OMol25 dataset: a cluster of 2 separate species, C3H5NS2 in total in a non-equilibrium geometry (ωB97M-V/def2-TZVPD).

Cartesian coordinates (Å):
N (-0.0720, 2.4026, -1.3484)
C (0.4014, 1.7834, -2.2403)
S (0.9633, 0.8139, -3.2874)
H (-0.8821, 2.5071, -0.7364)
C (-0.9105, -0.9385, 1.1386)
C (0.1539, -1.6952, 0.9229)
S (1.8119, -1.2017, 0.9820)
H (-1.9392, -1.2198, 1.0771)
H (-0.8165, 0.0970, 1.3840)
H (-0.1704, -2.6975, 1.0415)
H (1.4601, 0.1488, 1.0664)

Results
Structure (SMILES) ... N=C=S.C=CS
Highest occupied orbital energy ... -8.72 eV
Molar mass ... 119.2 g mol⁻¹
LUMO level ... 0.65 eV



[19]
Entry from the OMol25 dataset: the molecule C3H5NS3 in a non-equilibrium geometry (ωB97M-V/def2-TZVPD).

Cartesian coordinates (Å):
S (-3.4071, -0.5095, -0.2194)
C (-1.7242, -0.2305, -0.3023)
N (-0.8296, -1.2012, 0.1438)
S (0.6699, -1.4879, -0.6486)
C (1.5383, 0.0195, -0.1476)
C (0.4989, 1.0983, 0.3392)
S (-0.9747, 1.2509, -0.7497)
H (-1.3417, -2.0571, 0.3239)
H (2.2834, -0.2346, 0.6384)
H (2.0195, 0.3856, -1.0354)
H (1.1013, 2.0702, 0.3149)
H (0.1660, 0.8963, 1.3429)

Results
Structure (SMILES) ... S=C1NSCCS1
Highest occupied orbital energy ... -8.43 eV
Molar mass ... 151.3 g mol⁻¹
LUMO level ... -0.02 eV



[20]
Entry from the OMol25 dataset: a structure of composition C3H5NaO3 in a non-equilibrium geometry (ωB97M-V/def2-TZVPD).

Cartesian coordinates (Å):
H (-2.7191, -6.0634, -1.9187)
O (-3.3132, -1.6378, 1.8028)
C (-3.8866, -0.6911, 2.5959)
H (-4.2293, 0.1962, 2.0626)
O (-2.1399, -2.0450, 2.1955)
Na (-1.0609, -3.9785, 0.7570)
O (-1.2222, -5.9947, -0.5585)
C (-1.8503, -6.5566, -1.4317)
C (-4.0898, -0.9911, 3.8896)
H (-1.5597, -7.5685, -1.7689)
H (-4.5299, -0.2406, 4.5437)
H (-3.6780, -1.8946, 4.3401)

Results
Highest occupied orbital energy (spin up / spin down) ... -13.50 / -13.80 eV
Expectation value of S² ... 0.76
Net charge ... +1
Molar mass ... 112.1 g mol⁻¹
2S+1 ... 2
LUMO level (spin up / spin down) ... -3.86 / -4.97 eV



ΔE to the lowest compared entry with this formula, charge and spin for the records above, in order: 9.8022; 4.4478; 4.2344; 3.1606; 1.3986; 7.3152; 2.4568; 1.0106; 0.8252; 4.0754; 0.2204; 5.7788; 3.0284; 0.6270; 2.6449; 1.3557; 2.1148; 1.9592; 0.2938; 3.7109 eV